The following is a DFT calculation (the ωB97M-V functional and the def2-TZVPD basis) of C36H32NO2P2RhS as an isolated structure in a non-equilibrium geometry.

As for the expectation value of S²: 6.05. The calculation puts the total energy at -75839.071 eV. The net charge is +2. The value obtained for the HOMO-LUMO gap (spin up / spin down) is 6.38 / 5.80 eV. Its multiplicity is 5.

Each line ends with the Löwdin charge.
CARTESIAN COORDINATES (ANGSTROEM)
C  5.47411  5.39478  15.14623  -0.10
H  14.13874  3.19481  20.01438  0.12
H  8.12240  7.44693  16.10426  0.09
C  9.83520  3.38862  15.71855  -0.10
H  12.86558  4.75991  16.44733  0.10
H  4.05844  5.32596  13.51561  0.13
H  9.35514  7.34084  18.14048  0.07
N  8.62561  3.13850  20.85993  0.01
H  9.09842  0.95759  23.98178  0.13
H  7.39516  1.55128  18.90393  0.06
H  9.17007  6.72905  23.55619  0.14
C  9.00422  1.48739  23.05975  0.07
H  9.71889  2.83781  25.25498  0.16
C  10.16236  2.77269  14.50202  -0.06
C  8.66854  1.75674  20.71119  -0.25
H  8.87453  3.16273  16.12947  0.07
C  9.30305  4.81373  24.54647  -0.03
O  1.45568  -7.09690  13.56670  0.00
H  13.66985  7.39107  20.39829  0.09
H  5.51793  6.47998  15.07961  0.12
O  1.09007  -6.06756  14.09440  0.00
C  8.98609  5.63355  23.43645  -0.08
P  7.00536  5.64425  17.38752  0.99
H  11.61790  2.51846  13.02121  0.11
C  13.59984  4.12443  19.87727  -0.08
H  6.24113  8.47575  16.42079  0.11
H  9.01981  1.76078  18.53233  0.09
H  3.76439  2.98139  13.65003  0.13
H  9.48381  2.08845  14.04982  0.11
C  8.34761  1.26829  19.31787  -0.03
C  12.40888  3.65163  14.67327  -0.02
Rh  8.29799  4.44041  19.19351  0.44
C  9.66871  6.64295  17.35161  -0.35
C  5.74064  3.39192  16.40678  -0.09
H  3.77119  7.30325  20.47930  0.11
C  4.32283  7.60250  19.63335  -0.08
C  8.94196  0.91848  21.78094  0.04
C  8.70415  3.65366  22.10167  -0.25
H  13.37393  3.95885  14.35264  0.11
C  8.68828  5.09235  22.23256  -0.52
C  12.05019  6.47183  19.42309  -0.06
H  4.87421  10.13906  17.54805  0.11
H  4.71293  1.62986  15.64721  0.14
C  12.34262  4.02199  19.28581  -0.09
H  5.19882  5.67719  19.52851  0.09
H  8.52755  0.20806  19.31336  0.08
H  8.70466  5.86948  15.59967  0.08
H  11.56523  7.40609  19.21165  0.11
C  9.23090  3.44958  24.44261  0.03
P  10.30380  4.97293  17.96884  0.98
C  6.11461  4.71747  16.14686  -0.37
C  11.64750  5.21183  19.01549  -0.44
H  10.46461  7.08854  16.74544  0.10
C  14.04484  5.32731  20.27449  -0.06
C  13.30009  6.48830  20.04479  -0.03
C  4.21610  8.85451  19.12231  -0.04
C  12.12659  4.19318  15.94811  -0.06
C  5.03530  9.20468  18.04473  -0.03
C  4.36830  3.41681  14.45863  -0.06
C  4.58074  4.78283  14.31823  -0.05
H  9.47155  5.39273  25.46319  0.13
H  3.54497  9.54347  19.52759  0.11
C  4.94466  2.72792  15.47954  -0.07
S  8.36844  6.11162  20.81016  0.82
C  11.39866  2.98730  13.95646  -0.05
C  8.43148  6.45345  16.47441  -0.36
C  6.00148  6.96173  17.95560  -0.38
H  6.14914  2.87184  17.23438  0.06
C  10.81887  4.10701  16.42741  -0.34
C  8.99213  2.87202  23.16602  -0.18
H  15.00081  5.35974  20.85231  0.14
H  11.90038  3.06449  18.84185  0.14
C  5.85117  8.24255  17.42987  -0.08
C  5.14452  6.66710  19.08635  -0.10
H  9.01677  -0.13880  21.55942  0.13

Cartesian forces, eV/Å:
C -0.5 1.9 -0.4
H 0.3 0.2 0.2
H 0.1 -0.4 0.1
C 1.2 -0.5 -0.3
H 0.7 0.4 0.6
H 0.4 -0.2 0.6
H 0.6 -0.3 0.2
N -0.1 -2.2 -0.5
H 0.2 -0.7 0.2
H -0.9 -0.2 0.6
H -0.6 -1.0 -0.2
C 0.5 -0.5 -1.9
H -1.2 0.5 -0.8
C -0.1 0.8 1.4
C -0.4 2.8 -0.9
H -0.6 0.2 0.4
C -0.9 0.8 0.3
O -0.4 1.1 0.6
H 0.7 1.6 0.5
H 0.5 -0.1 -0.1
O 0.4 -1.1 -0.6
C 1.0 1.4 1.2
P 3.4 -0.3 -0.2
H 0.3 0.0 -0.5
C -1.5 -2.7 -0.6
H 0.2 0.1 0.9
H -0.2 -0.7 1.1
H 0.1 -0.3 0.8
H -0.6 -0.1 -0.4
C 2.1 0.8 -0.6
C -1.4 1.0 1.5
Rh -1.1 0.0 -0.9
C 0.0 -0.4 -0.1
C 0.5 0.5 -1.4
H -0.8 -0.2 0.8
C -0.1 -0.9 0.4
C -0.5 0.2 0.9
C 0.5 1.8 -2.3
H 0.7 -0.6 -1.0
C -0.5 0.1 -2.0
C 2.0 -0.6 0.4
H 0.2 0.5 -0.1
H 0.3 1.5 -0.3
C -0.2 -0.1 -1.1
H 0.0 0.0 0.0
H -0.3 -0.5 -0.5
H -0.3 -0.2 -0.1
H -0.4 0.0 -0.1
C 1.9 0.5 1.1
P -3.4 0.7 -1.2
C -0.7 -1.1 1.6
C 0.2 -0.7 0.1
H 0.0 0.1 0.2
C 1.4 1.7 1.3
C -0.7 -1.0 0.0
C 1.7 0.6 -1.4
C -1.3 -0.6 -1.6
C -0.7 -1.1 -0.3
C -0.7 0.5 -2.0
C -0.4 -0.4 -0.9
H 0.3 -0.8 -0.2
H -0.9 1.0 0.6
C -0.3 -2.3 1.4
S 0.2 -1.0 1.0
C 1.6 -0.1 0.3
C -0.3 0.3 -0.2
C -2.4 0.6 2.2
H 0.3 -0.5 0.7
C -0.8 -0.2 0.7
C -0.4 -1.1 2.5
H -0.8 0.3 -0.8
H 1.0 1.2 0.9
C 0.1 0.4 -0.9
C 2.2 -0.5 -1.4
H -0.1 0.0 0.4



The following is a DFT calculation (the ωB97M-V functional and the def2-TZVPD basis) of a 8-piece molecular cluster, C22H63N3O8 overall in a non-equilibrium geometry.

The calculation puts the total energy at -44679.935 eV. The value obtained for the HOMO-LUMO gap is 9.63 eV. The SMILES is COC[C@H](C)N.COC[C@H](C)N.COC[C@H](C)N.CCO.CCO.CCO.CCO.CCO. The value obtained for the energy above the lowest of the compared OMol25 structures with the same formula, charge and spin is 85.5 kcal per mole.

Each line ends with the Löwdin charge.
CARTESIAN COORDINATES (ANGSTROEM)
O  -23.55205  -6.99581  20.12161  -0.11
H  -19.00065  -10.48496  26.03171  0.14
H  -26.70635  2.23815  13.71958  0.13
C  -18.74353  -8.42908  26.69196  -0.07
H  -15.27418  -3.32473  25.75964  0.08
C  -18.61585  -1.08660  17.91105  -0.34
H  -16.34448  -12.73153  20.05973  0.11
N  -26.18569  3.91839  14.94309  0.02
H  -16.24897  -4.41349  22.55949  0.08
H  -15.06054  -13.39731  17.79187  0.07
N  -17.69645  -9.37601  24.81959  0.04
C  -22.53584  -9.59982  25.00987  -0.09
H  -27.39744  -8.71058  15.89085  0.08
H  -14.19360  -11.93231  18.10854  0.08
C  -14.74089  -12.73759  18.59853  -0.09
C  -23.47537  -2.01372  22.61933  -0.08
H  -26.55407  -5.90910  23.45001  0.08
H  -17.63752  0.28743  19.24532  0.07
H  -20.33118  -8.30365  24.51306  0.13
H  -25.18191  -1.65773  14.62239  0.09
H  -24.08250  3.79645  13.50180  0.08
C  -24.84889  3.09114  13.18043  -0.07
H  -22.77759  -10.47500  24.40677  0.08
H  -21.59945  -6.23749  20.18595  0.10
C  -18.88974  -9.47795  25.62956  -0.47
H  -18.62168  -7.48207  26.16620  0.09
C  -28.24348  -9.38345  15.75098  -0.09
C  -21.96324  -7.99397  18.82351  -0.10
O  -18.45026  -2.30744  17.21439  -0.07
H  -19.46444  -1.11946  18.59437  0.10
H  -14.18511  -13.38730  19.27462  0.08
H  -17.59558  -2.22943  16.78423  0.07
H  -17.98086  -8.68707  27.42672  0.08
H  -28.20179  -5.26271  23.29308  0.08
H  -22.65090  -8.69199  24.41767  0.09
H  -27.19781  -4.81727  24.64317  0.08
O  -17.01789  -4.14032  23.06521  -0.09
H  -27.05736  3.73424  15.41888  0.07
H  -22.28142  -5.90195  18.62143  0.10
H  -23.29508  -1.57745  23.60181  0.08
H  -22.84580  -8.38146  18.31455  0.07
H  -26.15799  -0.96458  15.87619  0.08
O  -26.70718  -3.81831  22.89020  -0.21
H  -18.98843  -0.32850  17.22217  0.10
H  -25.55318  -1.27202  21.04907  0.08
C  -22.31126  -6.61024  19.44941  -0.26
H  -28.20733  -10.26160  16.39569  0.08
O  -15.32853  -11.08893  20.15503  -0.09
C  -25.86113  2.67559  14.25094  -0.43
C  -20.16901  -9.32021  24.87140  -0.23
C  -15.87185  -12.09448  19.31212  -0.35
H  -25.86777  1.41565  16.16827  0.11
H  -24.32883  1.85593  15.55777  0.12
C  -25.33042  1.57384  15.23322  -0.17
C  -25.21510  -0.84101  15.34348  -0.11
H  -23.29821  -1.15310  21.97432  0.08
H  -24.70072  -4.23183  23.55970  0.12
C  -24.80013  -2.58242  22.24057  -0.50
H  -16.55946  -0.55395  18.03300  0.07
H  -25.44798  3.57950  12.41186  0.07
H  -26.42707  4.61017  14.24791  0.07
H  -15.81494  -11.12734  20.98179  0.08
H  -14.54881  -3.56879  24.09685  0.08
H  -24.62028  -3.14718  21.32580  0.14
H  -17.21611  -1.39900  19.49495  0.07
H  -29.18465  -8.88645  15.98611  0.07
C  -27.17608  -5.02247  23.57288  -0.08
H  -16.65275  -2.19726  23.77774  0.10
C  -25.40040  -3.41871  23.36632  -0.19
H  -25.45719  -2.86535  24.30369  0.13
H  -16.98382  -9.14648  25.49751  0.06
C  -16.75110  -3.22758  24.11961  -0.32
O  -25.28361  0.31142  14.52188  -0.22
H  -19.66472  -8.31894  27.26413  0.08
H  -17.51728  -3.27444  24.89349  0.11
H  -28.98098  -10.17572  13.70920  0.11
O  -21.26548  -9.66491  25.70691  -0.18
H  -20.19895  -9.97701  24.00202  0.13
H  -26.61575  -2.10547  21.88687  0.06
H  -15.48045  -4.70922  24.80627  0.07
H  -24.36193  -0.79661  16.02041  0.09
O  -27.08971  -10.72125  14.19791  -0.11
H  -22.69775  -2.76201  22.46609  0.08
H  -16.68078  -11.70921  18.69139  0.11
H  -27.85483  -8.84746  13.73919  0.10
H  -24.39591  2.18088  12.78757  0.08
C  -15.43849  -3.62312  24.72423  -0.11
N  -25.76452  -1.57176  21.99013  0.04
H  -17.75892  -8.53646  24.26160  0.07
H  -26.90621  -10.76367  13.25656  0.07
H  -23.38046  -9.77568  25.67605  0.08
C  -17.39205  -0.64171  18.73098  -0.08
H  -21.22344  -7.88386  18.03062  0.06
H  -24.32668  -6.48846  19.86836  0.07
C  -28.16716  -9.73688  14.28644  -0.31
H  -21.53042  -8.67654  19.55486  0.07

Cartesian forces, eV/Å:
O 0.3 1.2 0.1
H 0.5 -0.1 0.3
H -0.2 -0.1 0.0
C -1.6 0.1 1.0
H 0.2 0.6 -0.2
C -0.6 0.8 0.6
H -0.3 -0.9 -0.6
N -0.7 -0.6 0.6
H 0.3 0.4 0.3
H -0.3 0.0 -0.1
N 0.3 -0.6 -0.8
C 0.2 -0.8 0.5
H -0.1 -0.1 0.6
H 0.6 -0.2 0.3
C -0.2 -0.6 -0.9
C 1.3 0.7 -0.1
H 0.3 0.2 -0.5
H 0.3 0.1 -0.2
H 0.2 0.4 -0.1
H 0.5 -0.2 0.3
H -0.1 -0.2 0.4
C -0.4 -0.9 -0.1
H 1.1 -0.2 -0.9
H 0.0 -0.3 0.1
C -0.3 -0.2 0.5
H 0.5 0.2 0.3
C -0.8 0.1 -0.4
C 1.2 1.0 -0.3
O 0.1 0.1 0.5
H -0.1 -0.9 0.1
H 0.5 0.5 0.0
H 0.1 -0.2 -0.2
H 0.3 0.3 -0.3
H 0.1 0.3 -0.4
H 0.0 0.1 0.1
H 0.0 0.0 0.2
O -1.5 0.1 -0.1
H -0.2 0.3 0.5
H -1.1 0.4 0.2
H -0.7 -0.3 0.4
H 0.0 -0.1 0.4
H 0.0 0.1 0.5
O 0.4 -2.0 1.1
H 0.6 0.4 -0.4
H -0.2 0.7 -0.2
C -0.4 -2.5 -0.3
H 0.3 0.0 -0.1
O 0.3 0.9 0.1
C 1.1 -0.2 0.3
C -1.0 0.0 -0.8
C -0.8 -0.2 1.6
H -0.7 0.4 -0.1
H 0.3 0.0 -0.1
C 0.4 -0.3 -0.9
C -0.5 0.5 -0.8
H 0.3 -0.1 -0.4
H -0.3 -0.7 -0.1
C 0.1 -0.5 1.6
H 0.3 0.3 0.4
H 0.3 0.0 -0.3
H 0.1 0.2 -0.1
H 0.1 0.3 0.0
H 0.0 1.0 -0.1
H -0.1 -0.8 0.1
H 0.3 0.0 -0.1
H 0.1 0.3 0.0
C 0.0 1.1 0.3
H -0.5 0.1 -0.3
C 0.1 -0.5 -1.1
H -0.3 0.4 -0.1
H 0.6 -0.2 -0.2
C 1.5 0.1 -0.3
O 0.0 1.1 0.2
H -0.2 -0.1 0.1
H -0.3 -0.2 -0.4
H -0.7 0.2 0.8
O -1.3 0.0 -0.3
H 0.3 -0.1 -0.3
H -0.6 0.4 0.0
H -0.3 -0.4 0.3
H 0.1 -0.3 0.0
O -0.4 0.6 -0.3
H 0.2 0.1 -0.1
H 0.2 0.2 -0.4
H -0.1 0.2 -0.1
H 0.2 0.2 -0.3
C 0.5 -1.8 0.9
N -0.6 0.9 -0.9
H -0.1 0.2 -0.3
H 0.3 -0.3 -0.1
H 0.4 1.0 0.9
C -1.0 -0.6 -0.7
H 0.3 0.1 0.0
H 0.2 0.3 -0.2
C 1.4 -0.9 -0.4
H -0.4 -0.1 0.0